No. 1
Entry from the Open Molecules 2025 dataset: one molecule with the formula C19H17F4NO5 (the ωB97M-V functional and the def2-TZVPD basis).

As for the SMILES: O=C(O)c1cccc(NC(=O)[C@@H]2[C@@H](C(=O)OCC(F)(F)C(F)F)[C@H]3C=C[C@@H]2C3)c1. The energy above the lowest of the compared OMol25 structures with the same formula, charge and spin is 2.3 kcal per mole. As for the orbital gap: 9.3 eV. The calculation puts the HOMO energy at -8.89 eV.

```
! wB97M-V def2-TZVPD RIJCOSX def2/J DEFGRID3
* xyz 0 1
O -6.825 -0.212 -2.139
C -6.865 -0.770 -1.070
O -7.962 -1.418 -0.648
C -5.745 -0.817 -0.106
C -5.857 -1.457 1.126
C -4.773 -1.465 1.984
C -3.582 -0.850 1.635
C -3.465 -0.210 0.403
N -2.296 0.432 -0.015
C -1.101 0.541 0.630
O -0.861 0.079 1.723
C -0.096 1.365 -0.162
C 1.341 1.163 0.340
C 2.258 0.623 -0.719
O 1.972 0.371 -1.856
O 3.509 0.474 -0.221
C 4.485 -0.077 -1.073
C 4.741 -1.546 -0.718
F 5.796 -2.003 -1.443
F 3.694 -2.330 -1.062
C 5.056 -1.799 0.776
F 6.030 -0.961 1.182
F 3.978 -1.560 1.538
C 1.766 2.588 0.804
C 1.825 3.421 -0.452
C 0.580 3.596 -0.874
C -0.331 2.886 0.095
C 0.443 3.073 1.404
C -4.553 -0.197 -0.463
H -8.657 -1.353 -1.321
H -6.784 -1.936 1.397
H -4.850 -1.957 2.941
H -2.742 -0.864 2.308
H -2.359 0.850 -0.934
H -0.170 1.128 -1.226
H 1.357 0.483 1.196
H 4.148 -0.029 -2.117
H 5.417 0.477 -0.937
H 5.387 -2.836 0.937
H 2.648 2.596 1.437
H 2.738 3.741 -0.920
H 0.242 4.084 -1.769
H -1.376 3.185 0.083
H 0.483 4.113 1.724
H 0.080 2.445 2.214
H -4.495 0.290 -1.425
*
```

Here are the Löwdin charges for atoms 1 to 6, given in e:
1 O 0.1049
2 C -0.4883
3 O 0.1086
4 C -0.1374
5 C -0.0212
6 C -0.0563

No. 2
Entry from the Open Molecules 2025 dataset: C19H17FN4O9Pt as an isolated structure (the ωB97M-V functional and the def2-TZVPD basis).

The energy above the lowest of the compared OMol25 structures with the same formula, charge and spin is 0.8 kcal per mole. As for the orbital gap (spin up / spin down): 6.4 / 6.4 eV. The calculation puts the HOMO energy (spin up / spin down) at -2.16 / -2.16 eV.

```
! wB97M-V def2-TZVPD RIJCOSX def2/J DEFGRID3
* xyz -2 1
Pt -0.151 -0.809 0.546
C 0.406 -1.269 4.706
C 0.309 -1.608 3.237
O 0.178 -0.579 2.490
C 0.363 -2.940 2.863
C 0.225 -3.484 1.561
C 0.245 -4.975 1.383
N 0.073 -2.742 0.507
N -0.131 -3.330 -0.732
C -0.395 -2.420 -1.617
O -0.438 -1.142 -1.396
C -0.652 -2.850 -3.018
C -0.936 -1.888 -3.982
C -1.176 -2.267 -5.295
C -1.135 -3.606 -5.656
C -0.853 -4.569 -4.694
C -0.612 -4.193 -3.382
H 0.710 -0.231 4.818
H 1.114 -1.919 5.219
H -0.575 -1.392 5.170
H 0.493 -3.655 3.664
H 0.446 -5.465 2.334
H 0.998 -5.263 0.650
H -0.719 -5.307 0.994
H -0.963 -0.850 -3.681
H -1.396 -1.511 -6.040
H -1.323 -3.901 -6.682
H -0.820 -5.617 -4.969
H -0.393 -4.928 -2.619
O 3.887 5.730 3.929
C 2.765 5.306 3.615
O 2.405 4.698 2.573
H 1.944 5.475 4.366
F -1.526 6.337 1.692
C -1.139 5.464 0.739
C -0.031 4.724 0.893
N 0.385 3.858 -0.087
C 1.483 2.929 0.150
C 1.010 1.495 0.266
O 1.836 0.568 0.193
O -0.234 1.273 0.446
C -0.283 3.738 -1.284
O 0.091 3.034 -2.200
N -1.431 4.508 -1.380
C -1.957 5.393 -0.449
O -2.977 6.020 -0.676
H 0.624 4.802 1.766
H 1.994 3.235 1.067
H 2.197 2.983 -0.670
H -1.953 4.390 -2.234
O -1.980 -1.251 0.906
*
```

Here are the Löwdin charges for atoms 1 to 6, given in e:
1 Pt 1.5122
2 C -0.0236
3 C -0.4437
4 O -0.1634
5 C -0.0381
6 C -0.3263

No. 3
Entry from the Open Molecules 2025 dataset: a 2-piece molecular cluster, C19H17N2O2 overall in a non-equilibrium geometry (the ωB97M-V functional and the def2-TZVPD basis).

The energy above the lowest of the compared OMol25 structures with the same formula, charge and spin is 0.0 kcal per mole. As for the orbital gap: 6.9 eV. The calculation puts the HOMO energy at -11.41 eV.

```
! wB97M-V def2-TZVPD RIJCOSX def2/J DEFGRID3
* xyz 1 1
C -4.428 -4.499 -1.556
O -3.992 -3.336 -2.300
C -3.442 -2.298 -1.623
C -3.033 -1.187 -2.403
C -2.466 -0.092 -1.787
C -2.276 -0.037 -0.391
C -1.701 1.140 0.201
O -1.585 1.011 1.543
C -1.041 2.026 2.295
C -0.645 3.246 1.700
C -0.062 4.204 2.576
C 0.018 3.930 3.937
C -0.447 2.718 4.489
C -0.973 1.750 3.652
C -0.907 3.393 0.324
C -1.321 2.317 -0.441
C -2.685 -1.155 0.376
C -3.258 -2.262 -0.219
H -4.820 -5.168 -2.320
H -3.581 -4.969 -1.037
H -5.220 -4.230 -0.842
H -3.177 -1.221 -3.479
H -2.154 0.759 -2.382
H 0.307 5.139 2.131
H 0.449 4.681 4.598
H -0.394 2.529 5.561
H -1.341 0.793 4.009
H -0.826 4.369 -0.147
H -1.392 2.370 -1.530
H -2.560 -1.160 1.450
H -3.566 -3.104 0.403
N -2.296 5.957 -0.523
C -1.917 7.058 -1.148
N -2.977 7.926 -1.268
C -4.083 7.321 -0.680
C -3.645 6.094 -0.222
H -0.938 7.304 -1.536
H -2.949 8.844 -1.710
H -5.053 7.778 -0.632
H -4.215 5.331 0.291
*
```

Here are the Löwdin charges for atoms 1 to 6, given in e:
1 C -0.0381
2 O -0.0613
3 C -0.2344
4 C 0.0313
5 C 0.0011
6 C -0.1463

No. 4
Entry from the Open Molecules 2025 dataset: C19H18AuN7OS2 as an isolated structure (the ωB97M-V functional and the def2-TZVPD basis).

The energy above the lowest of the compared OMol25 structures with the same formula, charge and spin is 0.0 kcal per mole. As for the orbital gap: 6.1 eV. The calculation puts the HOMO energy at -14.01 eV.

```
! wB97M-V def2-TZVPD RIJCOSX def2/J DEFGRID3
* xyz 2 1
Au 1.089 -0.805 0.733
O 5.160 -1.168 1.438
C 4.099 -0.903 1.051
N 3.034 -0.577 0.578
S 0.835 5.749 0.674
C 0.880 3.967 0.676
C 0.254 3.241 1.687
C 0.300 1.866 1.660
N 0.951 1.212 0.681
C 1.586 1.893 -0.288
C 1.561 3.270 -0.319
C -0.689 5.903 -0.264
C -0.654 5.959 -1.647
C -1.864 6.073 -2.321
N -3.040 6.129 -1.703
C -3.054 6.100 -0.375
C -1.903 5.989 0.397
H -0.260 3.743 2.494
H -0.183 1.271 2.423
H 2.130 1.315 -1.020
H 2.083 3.795 -1.105
H 0.281 5.938 -2.189
H -1.887 6.126 -3.403
H -4.026 6.173 0.098
H -1.958 5.989 1.477
C -2.389 -4.432 -0.882
N -1.988 -3.363 0.035
C -1.648 -2.149 -0.334
N -1.643 -1.802 -1.610
S -1.258 -0.952 0.907
H -2.373 -5.374 -0.342
H -1.686 -4.498 -1.713
H -3.398 -4.267 -1.263
H -2.084 -3.516 1.028
H -2.053 -2.389 -2.324
H -1.442 -0.846 -1.856
N 1.627 -6.131 -2.554
C 1.645 -5.596 -1.539
C 1.562 -4.903 -0.283
C 1.490 -5.578 0.934
C 1.336 -4.840 2.096
C 1.233 -3.465 2.016
N 1.307 -2.830 0.836
C 1.492 -3.520 -0.295
H 1.557 -6.658 0.962
H 1.297 -5.322 3.063
H 1.097 -2.855 2.899
H 1.593 -2.961 -1.216
*
```

Here are the Löwdin charges for atoms 1 to 6, given in e:
1 Au 1.0827
2 O 0.1842
3 C -0.4492
4 N -0.0722
5 S 1.0284
6 C -0.4641

No. 5
Entry from the Open Molecules 2025 dataset: one molecule with the formula C19H18F2O6 in a non-equilibrium geometry (the ωB97M-V functional and the def2-TZVPD basis).

As for the SMILES: COc1ccc(/C(=C/c2ccc(OC(F)F)c(OC)c2)C(=O)O)cc1OC. The energy above the lowest of the compared OMol25 structures with the same formula, charge and spin is 0.0 kcal per mole. As for the orbital gap: 8.2 eV. The calculation puts the HOMO energy at -7.91 eV.

```
! wB97M-V def2-TZVPD RIJCOSX def2/J DEFGRID3
* xyz 0 1
C -6.317 0.194 2.713
O -5.674 0.590 1.527
C -4.363 0.236 1.335
C -3.629 -0.491 2.266
C -2.307 -0.830 2.054
C -1.661 -0.431 0.889
C -0.247 -0.749 0.651
C 0.580 0.074 -0.012
C 2.000 -0.140 -0.253
C 2.825 -0.763 0.680
C 4.169 -0.940 0.408
C 4.697 -0.504 -0.790
O 6.060 -0.711 -1.091
C 6.910 0.195 -0.610
F 6.947 0.211 0.754
F 6.593 1.469 -0.947
C 3.894 0.147 -1.741
O 4.512 0.547 -2.876
C 3.759 1.231 -3.848
C 2.550 0.329 -1.447
C 0.218 -2.077 1.147
O 0.178 -2.472 2.283
O 0.663 -2.840 0.139
C -2.394 0.284 -0.053
C -3.728 0.623 0.139
O -4.267 1.322 -0.900
C -5.634 1.664 -0.931
H -6.355 -0.896 2.809
H -7.331 0.584 2.635
H -5.833 0.622 3.597
H -4.094 -0.803 3.187
H -1.774 -1.387 2.807
H 0.176 1.000 -0.400
H 2.427 -1.078 1.631
H 4.821 -1.412 1.128
H 7.925 -0.024 -0.975
H 4.457 1.458 -4.652
H 2.947 0.609 -4.237
H 3.348 2.165 -3.452
H 1.901 0.824 -2.152
H 0.956 -3.703 0.474
H -1.950 0.580 -0.990
H -5.779 2.158 -1.892
H -5.900 2.351 -0.126
H -6.274 0.781 -0.878
*
```

Here are the Löwdin charges for atoms 1 to 6, given in e:
1 C -0.0809
2 O -0.1159
3 C -0.1884
4 C -0.0064
5 C -0.0161
6 C -0.1698